(1)
Density functional theory data (the ωB97M-V functional and the def2-TZVPD basis) for an isolated molecule of C24H21BrN2O4S.

Geometry as XYZ:
```
53
Properties=species:S:1:pos:R:3:forces:R:3
C 0.7058 -0.9055 2.1456 0.007 0.124 0.066
C 0.2017 0.3687 1.5619 -0.368 -0.380 0.237
C -1.0554 0.8913 1.5934 0.280 0.072 -0.027
C -1.0135 2.1592 0.9457 0.852 -0.043 0.013
C 0.2849 2.3472 0.5059 -0.545 0.394 0.053
N 1.0118 1.2529 0.8718 -0.349 0.164 0.162
C 2.3528 1.0171 0.5241 0.597 -0.127 -0.203
C 3.3063 0.7687 1.5068 -0.189 0.098 -0.151
C 4.6195 0.5212 1.1533 0.140 -0.045 -0.114
C 4.9752 0.5279 -0.1855 0.203 -0.061 -0.069
C 4.0387 0.7794 -1.1754 0.244 -0.033 0.059
C 2.7258 1.0225 -0.8184 -0.122 -0.004 0.192
H 1.9770 1.2106 -1.5734 -0.095 0.016 -0.045
H 4.3325 0.7828 -2.2136 0.026 0.005 -0.070
Br 6.7849 0.1794 -0.6737 -0.257 0.055 0.069
H 5.3631 0.3312 1.9117 0.054 -0.013 0.046
H 3.0219 0.7837 2.5471 -0.059 0.009 0.105
C 0.8349 3.4819 -0.2725 0.003 0.064 -0.077
H 0.6758 3.3120 -1.3379 0.069 0.019 -0.104
H 0.3025 4.3887 0.0012 0.045 0.019 0.002
H 1.9002 3.6099 -0.0886 0.041 0.063 -0.025
C -2.1109 3.0986 0.7964 -0.289 -0.084 -0.027
O -2.0020 4.3033 0.8049 -0.115 0.040 0.012
C -3.4860 2.4333 0.6403 -0.129 0.634 -0.033
H -3.8314 2.0372 1.5969 0.030 0.015 -0.069
H -4.1910 3.1805 0.2621 0.136 -0.093 0.115
O -3.4346 1.3170 -0.2437 -0.205 -0.170 0.205
C -3.0723 1.5892 -1.5015 -0.025 -0.053 -0.717
O -2.8317 2.6884 -1.9118 -0.045 0.135 0.105
C -3.0809 0.3337 -2.3580 0.183 0.162 0.154
C -2.2054 -0.7863 -1.8146 -0.221 -0.168 0.249
C -0.7557 -0.3702 -1.6542 -0.120 -0.156 -0.053
O -0.3154 0.7058 -1.9920 -0.060 0.261 -0.220
N 0.0504 -1.3423 -1.1537 0.507 -0.162 0.021
C -0.3409 -2.5477 -0.5713 -0.210 -0.319 0.197
C 0.5883 -3.5726 -0.4303 -0.044 0.018 -0.048
C 0.2488 -4.7437 0.2209 0.025 0.075 0.023
C -1.0243 -4.9010 0.7466 -0.023 -0.064 0.099
C -1.9594 -3.8932 0.6039 0.114 0.044 -0.079
C -1.6302 -2.7191 -0.0592 -0.132 0.218 -0.213
S -2.8147 -1.4183 -0.2074 0.189 -0.323 -0.123
H -2.9544 -3.9989 1.0065 -0.146 -0.075 0.025
H -1.2898 -5.8099 1.2630 -0.027 -0.096 0.051
H 0.9805 -5.5296 0.3236 0.072 -0.074 0.005
H 1.5833 -3.4365 -0.8291 0.120 0.001 -0.060
H 1.0419 -1.1366 -1.1545 -0.133 0.104 -0.002
H -2.2446 -1.6423 -2.5001 0.049 0.154 0.040
H -2.7285 0.6161 -3.3515 -0.071 0.012 0.137
H -4.1124 -0.0199 -2.4253 0.032 -0.009 -0.039
H -1.9109 0.4399 2.0539 -0.126 -0.166 0.101
H 1.4924 -1.3460 1.5345 0.018 -0.110 -0.002
H 1.1081 -0.7430 3.1468 0.097 -0.085 0.045
H -0.1125 -1.6168 2.2285 -0.030 -0.064 -0.015
```
Forces are in eV/Å.

Calculated values
LUMO energy: 0.39 eV
energy above the lowest of the compared OMol25 structures with the same formula, charge and spin: 0.0 kJ/mol
SMILES: Cc1cc(C(=O)COC(=O)C[C@@H]2Sc3ccccc3NC2=O)c(C)n1-c1ccc(Br)cc1
2S+1: 1
frontier orbital gap: 8.2 eV

(2)
Density functional theory data (the ωB97M-V functional and the def2-TZVPD basis) for the ion C24H21N2O with charge +1.

Geometry as XYZ:
```
48
Properties=species:S:1:pos:R:3:forces:R:3
C 3.1912 3.8871 -1.5456 0.407 -0.050 -0.283
C 2.2587 2.8332 -1.0283 -0.471 -0.434 -0.022
C 2.1261 2.6336 0.3598 -0.035 -0.162 -0.653
C 1.1587 1.7684 0.8573 -0.379 0.194 0.110
C 0.2612 1.1270 -0.0119 0.494 1.389 0.284
C -0.8499 0.3052 0.5460 0.855 -1.508 0.233
C -2.1484 0.1926 -0.1784 -1.570 0.321 -0.348
C -3.1253 -0.7284 0.3132 0.110 0.099 0.122
C -4.3362 -0.9048 -0.3613 0.151 0.080 -0.413
C -4.5785 -0.2445 -1.5994 0.135 0.247 0.452
C -5.8544 -0.4551 -2.3768 -0.080 -0.307 -0.210
C -3.6359 0.6850 -2.0722 -0.059 -0.211 0.820
C -2.4734 0.9491 -1.3242 -0.039 -0.600 -0.292
C 0.5352 1.1680 -1.3786 -0.127 0.030 -0.672
C 1.4999 2.0183 -1.9059 0.352 0.200 0.510
H 3.0347 4.0664 -2.6187 -0.017 0.044 0.379
H 3.0663 4.8246 -0.9888 0.012 -0.207 -0.217
H 4.2384 3.5709 -1.4292 -0.223 0.101 0.031
H 2.7854 3.1756 1.0355 -0.183 -0.095 -0.081
H 1.0769 1.6096 1.9413 -0.094 0.217 -0.428
H -1.0076 0.4412 1.6726 0.242 0.059 -1.728
H -2.9315 -1.3503 1.2382 -0.202 0.918 -1.015
H -5.0855 -1.5933 0.0689 0.437 0.442 -0.427
H -5.7383 -0.1228 -3.4194 -0.039 -0.023 0.399
H -6.1326 -1.5164 -2.4112 0.052 0.228 0.091
H -6.6991 0.0903 -1.9341 0.257 -0.082 -0.058
H -3.8355 1.2339 -3.0085 0.180 -0.331 0.639
H -1.7901 1.6964 -1.7262 -0.150 -0.190 0.356
H 0.0176 0.4865 -2.0657 0.084 0.469 0.310
H 1.6736 2.0292 -2.9976 -0.095 0.138 0.791
O 1.7315 -1.3396 -1.2256 -1.306 -0.208 2.181
C 1.3899 -1.2942 -0.0451 2.547 1.252 -2.071
C 2.3032 -1.4458 1.1096 -0.507 0.050 0.028
C 1.5416 -1.8996 2.1942 1.327 0.480 -1.340
C 2.2397 -2.4558 3.2548 -1.043 0.195 0.876
C 3.6318 -2.4152 3.3005 0.268 -0.201 -0.498
C 4.3858 -1.8018 2.2596 -0.337 -0.323 0.060
C 3.7102 -1.3285 1.1308 -0.034 0.114 -0.200
C 0.0533 -1.7556 1.9157 0.189 -0.785 0.481
C -0.0754 -1.1353 0.4868 0.629 -1.981 1.057
N -0.7403 -2.1685 -0.3679 -4.487 -0.958 -2.264
N -1.5868 -2.5956 -0.9857 3.914 1.629 2.432
H 1.6127 -2.8572 4.0618 0.729 -0.081 -0.065
H 4.1358 -2.9470 4.1203 -0.161 0.554 -0.362
H 5.4919 -1.7747 2.3111 -0.911 0.055 0.009
H 4.2355 -0.8463 0.2732 -0.463 -0.654 0.771
H -0.3720 -2.7843 1.9264 -0.295 0.888 0.427
H -0.3899 -1.0317 2.6285 -0.066 -1.004 -0.204
```
Forces are in eV/Å.

Calculated values
LUMO energy: -5.01 eV
energy above the lowest of the compared OMol25 structures with the same formula, charge and spin: 352.0 kJ/mol
SMILES: Cc1ccc(C(c2ccc(C)cc2)[C@]2([N+]#N)Cc3ccccc3C2=O)cc1
total charge: +1
2S+1: 1
frontier orbital gap: 6.8 eV

(3)
Density functional theory data (the ωB97M-V functional and the def2-TZVPD basis) for an isolated molecule of C24H21N3O3.

Geometry as XYZ:
```
51
Properties=species:S:1:pos:R:3:forces:R:3
C -5.9818 -2.2513 1.6724 -0.118 0.091 0.108
H -6.7452 -2.9590 1.9917 0.029 0.094 0.008
O -5.1010 -2.9841 0.8564 0.188 -0.155 -0.170
C -4.0327 -2.3317 0.3132 0.048 0.086 -0.011
C -3.7466 -0.9883 0.5029 -0.082 -0.188 -0.001
C -2.6196 -0.4668 -0.1203 0.072 -0.602 -0.201
C -1.7845 -1.2703 -0.9266 -0.636 0.157 0.465
C -2.0754 -2.6139 -1.1069 0.011 -0.030 -0.012
C -3.1952 -3.1255 -0.4853 -0.106 0.091 0.095
H -3.4569 -4.1655 -0.5992 -0.019 -0.126 -0.020
H -1.4504 -3.2527 -1.7102 0.069 -0.084 -0.060
N -0.7497 -0.5098 -1.4453 0.014 0.011 -0.281
C -0.8656 0.7533 -0.9655 0.109 1.006 0.133
N -0.0604 1.7597 -1.2001 -0.148 -0.674 -0.158
C -0.4158 2.9184 -0.5943 -0.371 0.040 0.258
C 0.3937 4.0566 -0.7741 0.000 0.235 0.074
C 0.0636 5.2394 -0.1732 0.199 -0.101 -0.156
C -1.0835 5.3397 0.6309 -0.259 -0.017 0.167
C -1.8895 4.2537 0.8291 0.122 0.223 -0.011
C -1.5798 3.0179 0.2279 0.411 0.150 -0.235
N -2.3934 1.9603 0.4545 -0.204 -0.637 -0.069
C -2.0424 0.8464 -0.1298 0.318 0.517 -0.016
H -2.7751 4.3059 1.4433 -0.086 0.001 0.063
H -1.3233 6.2859 1.0931 -0.043 0.054 0.047
H 0.6871 6.1101 -0.3149 0.061 0.050 -0.028
H 1.2699 3.9628 -1.3978 0.075 -0.020 -0.073
C 0.3532 -0.9812 -2.2544 0.268 0.003 0.089
C 1.5192 -1.3804 -1.3860 0.050 -0.110 -0.087
C 2.2741 -0.3782 -0.7898 0.126 0.030 0.028
C 3.3255 -0.6585 0.0702 0.093 0.075 0.083
C 3.6457 -2.0060 0.3287 -0.074 -0.158 -0.065
C 2.8818 -2.9990 -0.2785 0.163 0.180 0.157
C 1.8264 -2.7022 -1.1184 -0.009 0.164 -0.064
H 1.2564 -3.5025 -1.5649 -0.082 -0.107 -0.072
H 3.1453 -4.0220 -0.0617 0.053 -0.118 0.042
O 4.6392 -2.4865 1.1278 -0.313 -0.061 -0.197
C 5.5486 -1.6250 1.7738 0.374 0.190 0.277
H 6.2370 -2.2857 2.3010 -0.031 0.063 -0.030
H 5.0490 -0.9721 2.4923 0.067 -0.057 -0.058
H 6.1056 -1.0153 1.0593 -0.032 -0.044 0.071
O 4.0633 0.3272 0.6786 -0.050 -0.538 -0.047
C 3.7280 1.6694 0.4246 -0.056 0.233 -0.023
H 4.4215 2.2578 1.0241 -0.071 0.014 -0.063
H 3.8575 1.9239 -0.6321 -0.032 -0.005 0.022
H 2.7019 1.8982 0.7294 0.016 -0.014 -0.033
H 2.0071 0.6433 -1.0066 0.058 0.111 0.016
H 0.6415 -0.1554 -2.9114 -0.081 -0.154 -0.025
H 0.0080 -1.8223 -2.8586 0.017 0.106 -0.017
H -4.3560 -0.3384 1.1082 -0.117 0.033 0.091
H -6.4549 -1.4331 1.1198 0.024 -0.014 0.022
H -5.4716 -1.8472 2.5527 -0.014 0.003 -0.033
```
Forces are in eV/Å.

Calculated values
LUMO energy: -0.36 eV
energy above the lowest of the compared OMol25 structures with the same formula, charge and spin: 131.3 kJ/mol
SMILES: COc1ccc2c(c1)c1nc3ccccc3nc1n2Cc1ccc(OC)c(OC)c1
2S+1: 1
frontier orbital gap: 7.4 eV

(4)
Density functional theory data (the ωB97M-V functional and the def2-TZVPD basis) for an isolated molecule of C24H21N3O4.

Geometry as XYZ:
```
52
Properties=species:S:1:pos:R:3:forces:R:3
C 5.5450 4.5279 2.0825 -0.022 0.168 -0.063
H 5.3674 4.5046 1.0026 -0.010 0.000 0.031
O 5.7201 3.2328 2.6040 0.079 -0.242 0.109
C 4.7025 2.3393 2.4741 -0.180 -0.080 -0.033
C 3.4809 2.6015 1.8862 0.293 0.061 0.089
C 2.5041 1.5999 1.8079 0.297 -0.515 0.299
C 2.7734 0.3248 2.3320 0.196 0.777 -0.163
C 4.0123 0.0681 2.9253 0.008 0.106 -0.028
C 4.9582 1.0591 2.9952 -0.082 0.143 -0.088
H 5.9201 0.8805 3.4480 0.112 -0.046 0.059
H 4.2199 -0.9130 3.3260 0.043 -0.108 0.055
N 1.8027 -0.6363 2.2536 -0.065 -0.415 0.035
C 0.5588 -0.4844 1.6942 0.404 0.127 0.268
O -0.2348 -1.4138 1.7176 -0.317 -0.254 -0.022
C 0.3027 0.8338 1.1195 0.094 0.479 0.080
C 1.2355 1.8090 1.1908 -0.469 -0.404 0.070
H 1.0370 2.7784 0.7547 -0.062 0.084 -0.101
C -1.0295 1.0471 0.4562 0.195 0.049 0.026
N -1.3554 -0.0227 -0.4744 -0.044 0.212 0.024
C -0.3746 -0.5287 -1.2665 -0.058 -0.173 -0.168
O 0.7258 -0.0129 -1.3567 0.047 0.082 -0.243
C -0.7423 -1.7767 -1.9951 0.190 -0.445 -0.140
C -1.1107 -2.9176 -1.2880 0.064 0.016 -0.195
C -1.4134 -4.0659 -1.9983 0.045 0.064 0.000
C -1.3301 -4.0265 -3.3826 -0.082 -0.243 0.208
N -0.9564 -2.9541 -4.0586 0.012 -0.013 -0.554
C -0.6633 -1.8600 -3.3818 0.089 0.290 0.397
H -0.3557 -1.0073 -3.9723 0.046 0.153 0.042
H -1.5624 -4.8969 -3.9829 -0.042 -0.118 0.039
H -1.7038 -4.9716 -1.4889 -0.023 -0.087 0.022
H -1.1389 -2.8989 -0.2083 -0.039 0.029 0.096
C -2.6732 -0.5447 -0.4963 -0.342 0.029 -0.174
C -3.1866 -1.1328 0.6563 -0.093 -0.017 -0.009
C -4.4327 -1.7247 0.6611 0.032 0.008 0.100
C -5.1830 -1.7490 -0.5041 0.010 0.014 -0.080
C -4.6985 -1.1467 -1.6457 0.128 0.052 -0.101
C -3.4547 -0.5147 -1.6590 -0.207 0.104 0.131
O -3.1035 0.0566 -2.8498 -0.055 -0.422 0.227
C -2.3796 1.2696 -2.8528 0.126 0.311 -0.116
H -2.7010 1.9259 -2.0388 0.013 -0.021 -0.001
H -1.2997 1.1144 -2.7916 -0.078 0.055 -0.015
H -2.6116 1.7439 -3.8069 0.033 0.019 0.084
H -5.2703 -1.1394 -2.5603 -0.069 0.021 -0.105
H -6.1502 -2.2278 -0.5201 -0.095 -0.037 -0.015
H -4.8072 -2.1845 1.5625 -0.024 -0.047 0.088
H -2.5581 -1.1652 1.5332 0.087 0.012 0.046
H -1.8206 1.0715 1.2118 0.062 0.021 -0.145
H -1.0153 2.0097 -0.0721 -0.021 -0.046 0.119
H 2.0053 -1.5572 2.6254 -0.164 0.133 -0.083
H 3.2489 3.5694 1.4713 0.016 0.128 -0.037
H 4.7200 5.0516 2.5765 0.013 -0.022 -0.026
H 6.4764 5.0546 2.2830 -0.090 0.009 -0.039
```
Forces are in eV/Å.

Calculated values
LUMO energy: 0.22 eV
energy above the lowest of the compared OMol25 structures with the same formula, charge and spin: 101.7 kJ/mol
SMILES: COc1ccc2[nH]c(=O)c(CN(C(=O)c3cccnc3)c3ccccc3OC)cc2c1
2S+1: 1
frontier orbital gap: 8.3 eV